Entry from OMol25: C5H7NO2 as an isolated structure at a distorted geometry (ωB97M-V with the def2-TZVPD basis set).

The geometry in XYZ format:
```
15
Properties=species:S:1:pos:R:3:nbo_charge:R:1
C 1.250 1.414 0.286 -0.63
C 0.185 0.628 -0.411 0.00
C -0.977 -0.080 0.298 -0.17
C -2.316 -0.154 -0.199 0.42
C 0.959 -1.796 -0.060 0.50
H 1.411 1.078 1.375 0.25
H 2.048 1.428 -0.430 0.24
H 1.107 2.580 0.203 0.22
H -0.216 1.020 -1.262 0.20
H -0.836 -0.496 1.422 0.21
H -2.104 0.100 -1.255 0.10
H 0.752 -3.158 -0.147 0.21
N -0.003 -0.797 -0.440 -0.46
O -3.363 -0.572 0.366 -0.49
O 2.102 -1.195 0.255 -0.58
```

Results
HOMO energy	-9.7	eV
relative energy (zero: lowest compared OMol25 entry of this formula, charge and spin)	121.6	kcal per mole
lowest unoccupied orbital energy	0.08	eV
gap between HOMO and LUMO	9.770	eV
total charge	0